1.
The following is a DFT calculation (the ωB97M-V functional and the def2-TZVPD basis) of a 13-piece molecular cluster, BF4H24O12 overall.

Geometry as XYZ:
```
41
Properties=species:S:1:pos:R:3
B -0.79373 -0.14356 0.71985
F -1.81273 0.75644 0.68885
F -0.15073 -0.00456 -0.51315
F 0.07327 0.17044 1.72985
F -1.21673 -1.46056 0.89885
O -3.82973 0.69044 -1.19015
H -3.09573 0.28344 -1.64515
H -3.45973 0.96044 -0.38715
O -0.79973 1.68744 -2.53115
H -1.44673 2.12444 -1.98315
H -0.37073 1.08244 -1.85915
O 1.38627 -2.49756 0.75285
H 0.50827 -2.14056 0.66285
H 1.27027 -3.28656 0.25485
O 2.09127 1.79844 1.87785
H 2.59427 1.07144 1.57485
H 1.18227 1.49144 1.85285
O -0.51373 3.06844 1.17885
H -1.01573 3.38844 0.45685
H -0.93473 2.20844 1.24585
O -1.86673 -3.43256 -0.63715
H -1.43573 -2.89156 -1.28115
H -1.98973 -2.88356 0.13685
O 1.67827 0.37544 -2.53215
H 1.46427 0.12244 -3.43315
H 2.48827 -0.08156 -2.21215
O 2.17327 2.55144 -0.88215
H 1.83227 2.39544 -0.00215
H 1.93827 1.83444 -1.46415
O 0.52727 -1.40856 3.65785
H 0.65827 -0.69556 4.21585
H 0.03327 -0.98056 2.94385
O -1.64173 -1.24556 -2.72615
H -1.03973 -0.62056 -3.13015
H -2.20873 -1.50156 -3.42515
O 1.88927 1.05044 4.72885
H 1.82127 1.34544 3.81385
H 2.35327 1.71844 5.21985
O 0.76927 -2.57956 -2.12015
H 0.75427 -1.69556 -1.82115
H 0.13627 -2.62556 -2.83615
```

The total charge is -1. For the relative energy (zero: lowest compared OMol25 entry of this formula, charge and spin), the calculation gives 35.27 kcal/mol. The calculation puts the lowest unoccupied orbital energy at 2.3 eV. The calculation puts the total energy at -36515.761 eV. The calculation puts the HOMO energy at -7.491 eV.

2.
The following is a DFT calculation (the ωB97M-V functional and the def2-TZVPD basis) of C19H23NPZr as an isolated structure.

Geometry as XYZ:
```
45
Properties=species:S:1:pos:R:3
C 2.17923 1.01077 -3.58589
Zr 1.03299 1.57445 -1.57242
N 1.33193 2.93220 0.24847
H 0.77523 3.13963 -2.25773
H 0.42351 3.24332 0.61451
H 2.74517 1.63519 -2.80687
H 2.20224 1.66215 -4.46791
H 1.05632 0.81156 -3.38618
H 2.69382 0.04519 -3.67081
H 1.82245 2.43930 1.00024
H 1.86650 3.76315 -0.02378
C -1.78806 -4.50067 0.36717
C -2.00408 -3.80524 -0.83639
C -1.30781 -2.62796 -1.11448
C -0.38726 -2.13705 -0.17303
C -0.12201 -2.85286 1.00802
C -0.85623 -4.00605 1.28476
P 0.33840 -0.54402 -0.48289
C -1.08904 0.67545 -0.51355
C -1.26559 1.59372 -1.62011
C -2.48081 2.30985 -1.73924
C -3.52698 2.06365 -0.85397
C -3.36826 1.13986 0.19472
C -2.17715 0.42693 0.35296
C 1.22151 -0.07970 1.09452
C 0.54468 0.33690 2.25519
C 1.26331 0.46793 3.44798
C 2.63735 0.19785 3.49007
C 3.30299 -0.19699 2.32404
C 2.60510 -0.34861 1.12568
H -2.33713 -5.43522 0.57766
H -2.72214 -4.19034 -1.55512
H -1.47950 -2.09320 -2.04639
H 0.63402 -2.50854 1.70989
H -0.68988 -4.52699 2.22916
H -0.61800 1.58198 -2.60189
H -2.57119 3.00540 -2.57619
H -4.49720 2.56308 -0.98582
H -4.19958 0.94670 0.89027
H -2.08689 -0.34495 1.12845
H -0.52473 0.57621 2.20768
H 0.73807 0.77365 4.35512
H 3.19188 0.31093 4.42743
H 4.37513 -0.39469 2.34264
H 3.11770 -0.63392 0.19404
```

The total charge is +1. The calculation puts the lowest unoccupied orbital energy (spin up / spin down) at -3.4 / -3.4 eV. The calculation puts the total energy at -32124.806 eV. The calculation puts the HOMO energy (spin up / spin down) at -8.759 / -8.745 eV.

3.
The following is a DFT calculation (the ωB97M-V functional and the def2-TZVPD basis) of C31H35GeN4O7ReS2Se2 as an isolated structure.

Geometry as XYZ:
```
83
Properties=species:S:1:pos:R:3
Re 0.86562 0.64329 0.31876
O 3.92210 0.31310 7.00136
C 2.83399 -0.17789 6.67707
O 1.95236 -0.80789 7.28613
C 2.45496 0.03969 5.16305
C 1.21919 0.60428 4.86129
C 0.86336 0.77561 3.54916
N 1.65741 0.41513 2.51507
C 2.86808 -0.11463 2.80229
C 3.28265 -0.32108 4.11648
C 3.92824 -0.48246 1.70708
O 4.25437 -1.66886 1.67347
O 4.33550 0.50690 1.05716
H 0.54359 0.89965 5.65198
H -0.08539 1.22358 3.29649
H 4.24966 -0.77064 4.28867
O 2.81384 0.35140 -3.04546
S 1.95961 -0.29844 -2.09110
O 1.52440 -1.61829 -2.49285
O 2.46610 -0.24906 -0.69122
S 0.24662 0.84094 -1.91976
C -6.07554 -1.83721 -0.31408
C -4.86865 -0.99545 0.00330
C -4.54730 0.11571 -0.76235
C -3.44464 0.90893 -0.46987
C -3.10701 2.09243 -1.33113
C -2.65108 0.57959 0.63245
Se -1.13681 1.72864 1.09077
C -2.96119 -0.52706 1.43335
C -2.16815 -0.85714 2.66887
C -4.06296 -1.30186 1.09304
H -6.50882 -1.55794 -1.27317
H -6.83224 -1.70866 0.46224
H -5.81332 -2.89540 -0.34638
H -5.16328 0.37143 -1.61794
H -3.80185 2.19636 -2.16210
H -2.09417 1.98111 -1.72026
H -3.12566 3.00137 -0.72673
H -1.10317 -0.87414 2.45686
H -2.45932 -1.82219 3.07977
H -2.33217 -0.09055 3.43020
H -4.30744 -2.16498 1.70331
C 1.02160 7.00564 -1.14092
Ge 0.78343 5.07483 -1.51547
C -1.13719 4.78795 -1.83150
C 1.76641 4.67684 -3.17642
C 1.35394 4.26436 0.20948
Se 2.35547 2.58336 0.44110
C 3.42933 2.69812 -1.14358
H 0.66932 7.60855 -1.97957
H 2.06748 7.25335 -0.95647
H 0.44612 7.28684 -0.25742
H -1.54006 5.62222 -2.40664
H -1.67025 4.72709 -0.88272
H -1.30771 3.86705 -2.38689
H 1.32088 5.29020 -3.96203
H 1.67311 3.63056 -3.46530
H 2.82278 4.92986 -3.10276
H 0.45552 4.13720 0.81759
H 1.97916 5.00389 0.71160
H 2.85869 2.43136 -2.02374
H 4.24551 1.99470 -1.00742
H 3.80216 3.71788 -1.21174
N -0.62393 -8.77189 -4.68161
C -0.48783 -7.85211 -4.00510
C -0.31375 -6.73595 -3.12820
C -0.08390 -6.97772 -1.77238
C 0.08762 -5.91914 -0.90427
C 0.04873 -4.61231 -1.38321
C -0.18359 -4.36691 -2.73199
C -0.36729 -5.42614 -3.60012
N 0.28690 -3.54763 -0.49050
C 1.20595 -3.57307 0.54615
C 1.20703 -2.33592 1.08434
N 0.30732 -1.53490 0.39234
C -0.19622 -2.29303 -0.55878
H -0.04729 -7.99627 -1.41205
H 0.24356 -6.10561 0.14951
H -0.15510 -3.34849 -3.09182
H -0.54387 -5.24041 -4.65045
H 1.80941 -4.43055 0.77842
H 1.79899 -1.97998 1.90740
H -0.97998 -1.99114 -1.23208
```

The total charge is -1. As for the spin multiplicity: 2. For the relative energy (zero: lowest compared OMol25 entry of this formula, charge and spin), the calculation gives 62.50 kcal/mol. The calculation puts the lowest unoccupied orbital energy (spin up / spin down) at -0.7 / 0.1 eV. The calculation puts the total energy at -264019.898 eV. Its expectation value of S² is 0.857. The calculation puts the HOMO energy (spin up / spin down) at -5.227 / -5.220 eV.

4.
The following is a DFT calculation (the ωB97M-V functional and the def2-TZVPD basis) of an isolated molecule of C4H8N2O.

Geometry as XYZ:
```
15
Properties=species:S:1:pos:R:3
C 2.25142 0.41931 0.16509
C 2.15637 -0.89989 -0.12609
C 0.93388 1.13246 0.30081
C -1.96844 -1.10338 0.27513
N -0.14513 0.27418 0.64142
N -1.16553 0.14011 -0.09126
O 1.13412 -1.59701 0.06585
H 3.05659 0.95631 -0.09390
H 3.14921 -1.26754 -0.52278
H 1.11987 1.96034 1.15840
H 0.58353 1.62946 -0.60158
H -2.75096 -0.65575 0.78165
H -2.39918 -1.41378 -0.71243
H -1.45100 -1.87920 0.91338
H -1.30584 0.42603 -1.13827
```

For the relative energy (zero: lowest compared OMol25 entry of this formula, charge and spin), the calculation gives 142.85 kcal/mol. The calculation puts the lowest unoccupied orbital energy (spin up / spin down) at -0.6 / -0.6 eV. The calculation puts the total energy at -9300.199 eV. The calculation puts the HOMO energy (spin up / spin down) at -6.997 / -6.999 eV.

5.
The following is a DFT calculation (the ωB97M-V functional and the def2-TZVPD basis) of a 7-piece molecular cluster, C21H30Cl6F2N2O2 overall.

Geometry as XYZ:
```
63
Properties=species:S:1:pos:R:3
C -0.75525 0.95025 3.63879
C 0.44716 1.01301 2.67723
O 1.24101 1.92306 2.73378
N 0.51485 0.08052 1.71649
C 1.50539 -0.02185 0.59258
H -1.74301 0.82501 3.19525
H -0.76479 1.93249 4.11126
H -0.48318 0.16069 4.33926
H -0.18988 -0.64256 1.74102
H 2.02509 0.86944 0.24100
H 0.97367 -0.44081 -0.26174
H 2.29450 -0.73715 0.82439
C 3.09108 -1.10684 12.33660
C 2.15867 -2.19455 11.81859
O 2.28015 -3.34810 12.22467
N 1.05399 -1.85394 11.11144
C 0.80592 -0.56365 10.40916
H 4.03878 -1.24544 11.81627
H 3.30674 -1.31539 13.38450
H 2.74627 -0.07296 12.31920
H 0.38209 -2.60649 11.06336
H 1.13505 0.35986 10.88553
H -0.24440 -0.41303 10.15970
H 1.30166 -0.54394 9.43862
C -7.02388 -2.16915 8.67260
Cl -5.87556 -0.83857 8.26848
Cl -7.25464 -2.37761 10.40828
H -7.95818 -1.88415 8.18891
H -6.67461 -3.11880 8.26730
C -1.65138 5.03217 10.91004
Cl -0.11401 5.80789 10.69002
Cl -2.93534 6.09818 10.50891
H -1.75438 4.13987 10.29256
H -1.81710 4.73406 11.94530
C -2.70266 1.16199 8.05451
Cl -3.39174 2.51929 8.96864
Cl -1.38591 1.65653 6.97754
H -2.30121 0.41122 8.73517
H -3.51098 0.77791 7.43224
F -1.07073 -1.93348 7.90668
C -1.45518 -2.86408 7.02484
C -2.53085 -2.62818 6.19094
C -2.86533 -3.62167 5.24524
C -2.26112 -4.88389 5.31203
C -1.20190 -5.15852 6.16123
C -0.81858 -4.10017 7.05204
H -3.09364 -1.70696 6.15911
H -3.66187 -3.46600 4.53270
H -2.68002 -5.58481 4.60517
H -0.69392 -6.11032 6.21054
H -0.07294 -4.25947 7.81694
F -6.21128 3.40176 8.97935
C -6.95539 3.64758 10.07352
C -7.11041 4.98956 10.47211
C -7.94112 5.21138 11.60721
C -8.53163 4.14698 12.28977
C -8.16498 2.85393 11.97017
C -7.37864 2.56203 10.85051
H -6.66122 5.76847 9.87383
H -8.20728 6.18547 11.99024
H -9.21579 4.32466 13.10633
H -8.60542 1.98405 12.43466
H -7.22997 1.53043 10.56753
```

The total charge is +1. As for the spin multiplicity: 2. The calculation puts the lowest unoccupied orbital energy (spin up / spin down) at -4.4 / -8.8 eV. The calculation puts the total energy at -109898.747 eV. Its expectation value of S² is 0.768. The calculation puts the HOMO energy (spin up / spin down) at -10.803 / -10.803 eV.

Number 2 is which compound?
C19H23NPZr

Please write out number 5 again, unchanged.
The following is a DFT calculation (the ωB97M-V functional and the def2-TZVPD basis) of a 7-piece molecular cluster, C21H30Cl6F2N2O2 overall.

Geometry as XYZ:
```
63
Properties=species:S:1:pos:R:3
C -0.75525 0.95025 3.63879
C 0.44716 1.01301 2.67723
O 1.24101 1.92306 2.73378
N 0.51485 0.08052 1.71649
C 1.50539 -0.02185 0.59258
H -1.74301 0.82501 3.19525
H -0.76479 1.93249 4.11126
H -0.48318 0.16069 4.33926
H -0.18988 -0.64256 1.74102
H 2.02509 0.86944 0.24100
H 0.97367 -0.44081 -0.26174
H 2.29450 -0.73715 0.82439
C 3.09108 -1.10684 12.33660
C 2.15867 -2.19455 11.81859
O 2.28015 -3.34810 12.22467
N 1.05399 -1.85394 11.11144
C 0.80592 -0.56365 10.40916
H 4.03878 -1.24544 11.81627
H 3.30674 -1.31539 13.38450
H 2.74627 -0.07296 12.31920
H 0.38209 -2.60649 11.06336
H 1.13505 0.35986 10.88553
H -0.24440 -0.41303 10.15970
H 1.30166 -0.54394 9.43862
C -7.02388 -2.16915 8.67260
Cl -5.87556 -0.83857 8.26848
Cl -7.25464 -2.37761 10.40828
H -7.95818 -1.88415 8.18891
H -6.67461 -3.11880 8.26730
C -1.65138 5.03217 10.91004
Cl -0.11401 5.80789 10.69002
Cl -2.93534 6.09818 10.50891
H -1.75438 4.13987 10.29256
H -1.81710 4.73406 11.94530
C -2.70266 1.16199 8.05451
Cl -3.39174 2.51929 8.96864
Cl -1.38591 1.65653 6.97754
H -2.30121 0.41122 8.73517
H -3.51098 0.77791 7.43224
F -1.07073 -1.93348 7.90668
C -1.45518 -2.86408 7.02484
C -2.53085 -2.62818 6.19094
C -2.86533 -3.62167 5.24524
C -2.26112 -4.88389 5.31203
C -1.20190 -5.15852 6.16123
C -0.81858 -4.10017 7.05204
H -3.09364 -1.70696 6.15911
H -3.66187 -3.46600 4.53270
H -2.68002 -5.58481 4.60517
H -0.69392 -6.11032 6.21054
H -0.07294 -4.25947 7.81694
F -6.21128 3.40176 8.97935
C -6.95539 3.64758 10.07352
C -7.11041 4.98956 10.47211
C -7.94112 5.21138 11.60721
C -8.53163 4.14698 12.28977
C -8.16498 2.85393 11.97017
C -7.37864 2.56203 10.85051
H -6.66122 5.76847 9.87383
H -8.20728 6.18547 11.99024
H -9.21579 4.32466 13.10633
H -8.60542 1.98405 12.43466
H -7.22997 1.53043 10.56753
```

The total charge is +1. As for the spin multiplicity: 2. The calculation puts the lowest unoccupied orbital energy (spin up / spin down) at -4.4 / -8.8 eV. The calculation puts the total energy at -109898.747 eV. Its expectation value of S² is 0.768. The calculation puts the HOMO energy (spin up / spin down) at -10.803 / -10.803 eV.

Number 3 is which compound?
C31H35GeN4O7ReS2Se2